55
Properties=species:S:1:pos:R:3:forces:R:3 method="wB97M-V/def2-TZVPD" multiplicity=1 homo_ev=-8.7975 smiles="Cc1cnc(CNC(=O)c2ccc(OC3CCN(C(=O)C4CC4)CC3)cc2)cn1" charge=0 e_lumo_ev=0.6010 total_energy_ev=-35339.1487
C -8.422 -1.907 -3.747 -0.1 0.1 0.0
C -7.067 -1.378 -4.080 0.1 0.1 -0.1
N -6.015 -2.123 -3.757 -0.1 -0.2 0.1
C -4.812 -1.657 -4.044 0.0 0.3 -0.2
C -4.625 -0.420 -4.655 -0.1 -0.1 0.1
N -5.676 0.321 -4.990 0.2 0.2 -0.1
C -6.877 -0.148 -4.713 0.0 -0.3 0.1
H -7.712 0.476 -5.003 -0.2 0.0 0.0
C -3.259 0.135 -4.962 0.0 0.0 -0.2
N -2.418 0.168 -3.789 -0.1 -0.4 0.0
C -1.895 1.321 -3.296 0.1 -0.1 0.0
O -2.025 2.392 -3.854 0.0 0.2 -0.1
C -1.121 1.159 -2.034 0.2 0.2 0.2
C -1.440 0.218 -1.057 0.1 0.1 -0.1
C -0.698 0.137 0.100 0.2 0.0 0.2
C 0.390 0.988 0.316 -0.3 -0.1 -0.2
C 0.703 1.939 -0.653 0.2 0.0 0.3
C -0.057 2.023 -1.803 -0.3 -0.2 -0.1
H 0.171 2.767 -2.551 0.0 0.1 -0.1
H 1.526 2.623 -0.521 0.1 0.0 0.0
O 1.035 0.808 1.495 -0.2 -0.1 0.0
C 2.183 1.579 1.815 0.5 0.5 0.1
C 3.428 1.065 1.078 -0.4 -0.2 0.1
H 3.254 1.060 0.002 0.0 0.1 0.0
C 3.770 -0.353 1.540 0.3 0.1 -0.4
N 3.949 -0.377 2.975 -0.2 0.0 -0.2
C 5.175 -0.621 3.500 0.0 -0.1 0.3
O 6.110 -0.970 2.802 0.3 -0.1 -0.1
C 5.303 -0.462 4.988 0.2 0.1 0.0
C 5.174 -1.692 5.849 -0.1 -0.1 0.2
C 6.512 -1.060 5.644 0.1 0.1 -0.1
H 7.212 -1.559 4.993 0.0 0.0 -0.1
H 6.966 -0.525 6.464 -0.1 0.1 0.1
H 4.690 -1.592 6.809 0.0 0.1 0.0
H 4.973 -2.629 5.353 0.0 -0.1 -0.1
H 4.926 0.473 5.383 0.0 -0.1 0.1
C 2.761 0.017 3.692 -0.2 0.3 0.3
H 2.907 -0.090 4.765 0.0 -0.1 -0.1
C 2.384 1.455 3.330 -0.2 -0.3 -0.2
H 1.461 1.733 3.840 0.0 0.1 0.0
H 3.178 2.138 3.636 0.0 0.0 0.0
H 1.942 -0.644 3.387 0.1 0.0 0.1
H 4.700 -0.695 1.082 -0.2 0.0 0.0
H 2.957 -1.035 1.268 0.1 0.0 0.0
H 4.264 1.732 1.293 0.0 0.0 0.0
H 2.003 2.635 1.565 0.0 -0.2 0.0
H -0.944 -0.580 0.868 0.0 -0.1 0.1
H -2.293 -0.436 -1.177 -0.1 -0.1 0.0
H -2.240 -0.699 -3.311 0.1 0.2 0.0
H -3.361 1.164 -5.315 0.0 -0.2 0.0
H -2.786 -0.471 -5.746 0.0 0.1 0.1
H -3.983 -2.302 -3.779 0.2 0.0 0.0
H -8.327 -2.884 -3.282 0.0 0.0 0.0
H -8.931 -1.230 -3.063 -0.1 0.0 0.0
H -9.026 -1.992 -4.648 -0.1 0.0 0.0